{"formula": "C4H16BrO6Pt", "method": "ωB97M-V/def2-TZVPD", "s2": 2.01, "total_charge": 1, "de_lowest_ev": 0.000, "spin_multiplicity": 3, "e_lumo_ev": [-6.219, -9.484], "orbital_gap_ev": [6.5, 3.0], "species": ["H", "C", "O", "C", "C", "O", "O", "H", "H", "H", "H", "H", "O", "Pt", "H", "H", "H", "C", "H", "H", "H", "H", "O", "H", "O", "H", "Br", "H"], "coordinates": [[0.1136, -3.9379, -2.7093], [2.2946, 2.3656, -0.4132], [-1.3573, -4.9825, -1.6858], [-0.2207, -4.1426, -1.6912], [1.6117, 2.5186, -1.7818], [-2.6353, 2.5438, 2.4170], [0.2376, 0.1990, 4.4031], [2.3453, 2.1718, -2.5169], [-1.3110, -3.0903, -0.1420], [0.7621, 1.8372, -1.9191], [-2.7874, 3.1698, 3.1420], [0.7815, 4.2296, -1.3888], [-1.2358, -1.9104, -1.8169], [-3.4454, 0.4971, 1.7884], [-1.6862, 2.5955, 2.2167], [3.0806, 3.1048, -0.2895], [0.5852, -4.5833, -1.0990], [-0.6225, -2.8703, -0.9664], [-1.0966, -5.8914, -1.5073], [2.7411, 1.3633, -0.4276], [-0.4269, 0.2384, 3.7027], [-1.6243, -1.2610, -1.2101], [1.3773, 2.5185, 0.6681], [0.2200, -2.3164, -0.5091], [1.3108, 3.8469, -2.0996], [1.0710, 0.0129, 3.9539], [-0.9621, 0.0819, 1.1924], [0.8793, 1.6913, 0.6893]]}


{"formula": "C4H16F2N8O4Sr2", "method": "ωB97M-V/def2-TZVPD", "total_charge": 2, "e_lumo_ev": -7.516, "orbital_gap_ev": 6.1, "species": ["H", "H", "H", "H", "H", "H", "N", "F", "H", "H", "H", "F", "N", "Sr", "H", "N", "N", "H", "N", "H", "O", "O", "H", "N", "N", "O", "H", "Sr", "C", "C", "H", "C", "N", "C", "H", "O"], "coordinates": [[1.1797, 0.4963, -5.4924], [-3.7589, 1.1361, 1.2730], [0.7991, -0.0668, -2.3173], [2.1577, 2.0149, 2.2986], [-0.9154, -0.2477, 0.5033], [1.7867, 0.2283, 4.0153], [0.8366, 0.2246, -3.2836], [-0.5032, -3.3857, 0.7454], [1.3123, 0.9435, -0.3795], [0.3394, -0.3352, 5.0002], [-1.1421, -1.1226, 4.1789], [0.5775, -0.9808, -0.6481], [0.5079, -0.2503, -5.3856], [2.0180, -2.7558, 0.5274], [0.8500, 1.1912, -3.5761], [-1.7923, 0.1076, 0.8565], [-0.6506, -1.2491, 3.3056], [1.2717, 0.9555, 1.2856], [-3.8284, 0.5775, 0.4344], [-4.6537, 0.5984, -0.1474], [1.0897, -0.9742, 2.1083], [0.1673, -1.9136, -3.8383], [1.7868, 2.1109, -1.5882], [1.7179, 1.8538, 1.4038], [1.6639, 1.8599, -0.6176], [2.6647, 3.5093, 0.4014], [-1.9548, 0.2440, 1.8440], [-1.1169, -2.6558, -1.6765], [-2.7639, 0.0623, -0.0266], [0.4978, -0.7398, 3.1113], [0.2115, -0.8245, -6.1619], [0.5149, -0.7569, -4.1465], [0.8472, -0.1149, 4.1554], [2.0424, 2.4918, 0.3446], [-1.0737, -1.8597, 2.6212], [-2.6870, -0.3725, -1.1285]]}


{"formula": "C4H16F2O4V", "method": "ωB97M-V/def2-TZVPD", "s2": 6.01, "total_charge": 1, "de_lowest_ev": 1.840, "spin_multiplicity": 5, "e_lumo_ev": [-4.346, -9.361], "orbital_gap_ev": [8.7, 3.3], "species": ["O", "H", "H", "C", "H", "H", "F", "H", "H", "F", "H", "H", "C", "H", "H", "H", "H", "C", "H", "O", "H", "V", "H", "C", "O", "O", "H"], "coordinates": [[-1.1760, -2.3752, -1.3512], [0.9004, -1.0363, 2.3659], [1.0586, 3.3531, -1.6721], [-0.0250, 3.3990, -1.5513], [-0.4234, 0.8086, 4.0892], [-0.2906, -3.9570, -0.3491], [-0.6467, -0.1223, 0.2034], [-0.4853, 3.7259, -2.4802], [-1.8429, -4.3259, -1.1566], [-2.5083, -1.1999, 2.1003], [-0.8877, -1.6725, -0.7081], [1.6226, 0.9281, -3.0817], [0.8934, -0.4130, 3.2538], [0.9007, 0.1457, -0.7676], [0.7894, -0.5978, -2.8177], [-0.3686, 2.3825, -1.3369], [-0.5568, 3.6819, 0.2830], [-1.2786, -3.5576, -0.6364], [1.7165, 0.2981, 3.2689], [-0.3455, 0.3344, 3.2528], [-1.7884, -3.3555, 0.3232], [-1.7991, 0.6642, 1.7412], [2.5654, -0.6069, -2.8743], [1.6923, -0.0383, -2.5586], [-0.3827, 4.2580, -0.4610], [1.7531, 0.3500, -1.1998], [0.9131, -1.0711, 4.1207]]}


{"formula": "C4H16N2O2", "method": "ωB97M-V/def2-TZVPD", "total_charge": 0, "de_lowest_ev": 2.476, "e_lumo_ev": 0.616, "orbital_gap_ev": 9.3, "species": ["H", "C", "H", "O", "H", "H", "N", "H", "H", "H", "O", "H", "H", "C", "N", "H", "H", "H", "H", "H", "H", "C", "C", "H"], "coordinates": [[2.4925, -0.1463, -1.3232], [0.2646, 1.4188, 2.4043], [0.1337, -2.5180, -0.5472], [-0.3034, 2.3573, -2.3226], [-1.7456, -0.7339, -1.6157], [2.5546, -0.8526, 0.0633], [0.0274, 0.6150, 1.1795], [0.5325, 2.4980, 1.9955], [0.9691, 0.4274, 0.6112], [-0.6089, 1.5634, 3.0133], [2.6132, -0.0649, -0.3593], [1.0297, 1.0632, 2.9847], [-0.7028, -2.7967, -1.9461], [-0.9092, -0.8500, -0.9641], [-0.0939, -2.0915, -1.4124], [-1.1602, -0.5881, 2.4167], [0.3394, -1.3945, 1.6098], [0.4317, 1.7344, -2.2211], [-2.3635, -0.1055, 0.6161], [-0.9198, 2.1900, -1.5680], [-0.1451, 0.0018, -1.2102], [-0.5426, -0.7515, 1.5224], [-1.5905, -0.9116, 0.3490], [-2.1845, -1.7797, 0.3370]]}


{"formula": "C4H16N2O2", "method": "ωB97M-V/def2-TZVPD", "total_charge": 0, "de_lowest_ev": 1.966, "e_lumo_ev": 0.825, "orbital_gap_ev": 9.9, "species": ["H", "C", "H", "H", "H", "C", "H", "H", "H", "H", "H", "H", "H", "O", "H", "H", "N", "C", "H", "C", "H", "N", "O", "H"], "coordinates": [[-0.3100, -3.4684, 0.0954], [2.2683, 0.4508, -0.1011], [1.3832, 0.1128, -2.1315], [0.7355, 0.4432, 2.8986], [-1.0358, -2.0430, 0.1598], [-2.6392, -0.0627, -0.6079], [-1.3562, -0.1983, -2.3830], [2.8927, 2.2272, 0.7233], [-1.3718, 1.4213, -1.5199], [3.2813, 0.5824, -0.7786], [-2.6864, -1.1129, -0.2607], [0.9278, 1.7817, -1.2258], [-0.0624, -0.9576, 2.9388], [-1.0247, -2.9776, 0.5217], [2.1513, -0.5830, 0.2199], [-3.6221, 0.0303, -1.1887], [2.4447, 1.3838, 1.0224], [-1.3108, 0.3670, -1.4434], [-2.8368, 0.5079, 0.2355], [1.1018, 0.6295, -1.2027], [-0.2417, -0.0170, 0.4296], [-0.1943, -0.0945, -0.6475], [-0.0502, -0.0479, 2.7173], [1.5556, 1.6250, 1.5284]]}


{"formula": "C4H16N2O2", "method": "ωB97M-V/def2-TZVPD", "s2": 0.75, "total_charge": 1, "de_lowest_ev": 0.945, "spin_multiplicity": 2, "e_lumo_ev": [-3.011, -8.268], "orbital_gap_ev": [10.9, 5.7], "species": ["H", "H", "N", "H", "O", "H", "H", "H", "N", "H", "H", "C", "H", "H", "H", "H", "H", "C", "O", "C", "C", "H", "H", "H"], "coordinates": [[-1.5606, -1.9249, 0.1380], [0.9164, 1.0483, -0.1507], [-1.9241, -0.1458, 1.2747], [0.0626, -1.9454, 2.1179], [-0.2792, 1.3715, -2.0584], [-0.9440, 1.8027, 0.8678], [0.7325, 0.4372, 2.1256], [2.0940, -0.6086, 1.9415], [1.6502, 0.4429, 0.1941], [1.5399, -1.6380, -2.3794], [0.3222, 0.6751, -2.3517], [1.2177, -0.2413, 1.4286], [-2.3960, 1.3656, -0.1085], [0.7656, -2.0894, 0.4792], [-0.8087, -0.4087, -0.5051], [-2.6574, 1.8314, 1.6049], [2.4482, 1.0640, 0.3757], [0.2828, -1.4027, 1.1233], [1.6407, -0.6837, -2.3932], [-1.9577, 1.2578, 0.8775], [-1.0389, -0.9933, 0.4340], [1.7888, -0.4250, -1.4350], [-1.5785, -0.2153, 2.2577], [-0.7228, 1.7260, -2.8271]]}


Asked for largest force on an atom across the records above, the calculation gives 1.95 12.25 3.86 4.96 4.83 4.47 eV Å⁻¹ in order.